(1)
Entry from the Open Molecules 2025 dataset: a molecular structure, C38H53Cl12N3O2 (ωB97M-V with the def2-TZVPD basis set).

Values from the calculation:
* gap between HOMO and LUMO: 7.1 eV
* total charge: 0
* HOMO energy: -8.146 eV
* LUMO energy: -1.07 eV
* 2S+1: 1

CARTESIAN COORDINATES (ANGSTROEM)
Cl -2.926 2.671 -1.797
C -1.308 2.132 -2.230
C -0.477 3.224 -3.001
Cl -0.355 4.773 -2.245
H -1.493 1.165 -2.696
H -0.940 1.953 -1.220
H -0.850 3.461 -3.998
H 0.538 2.845 -3.119
Cl -0.882 -3.375 2.734
C -2.285 -3.656 1.639
C -2.118 -2.628 0.471
Cl -0.915 -3.264 -0.735
H -3.243 -3.403 2.095
H -2.197 -4.690 1.306
H -1.659 -1.700 0.813
H -3.029 -2.456 -0.102
Cl 1.687 -1.563 5.799
C 0.803 -0.658 4.570
C -0.037 0.514 5.130
Cl -1.295 -0.122 6.184
H 0.357 -1.402 3.910
H 1.591 -0.151 4.013
H -0.601 1.091 4.397
H 0.545 1.264 5.664
Cl 2.710 -3.670 0.874
C 1.370 -2.798 1.720
C 1.898 -1.427 2.130
Cl 3.137 -1.673 3.362
H 0.990 -3.462 2.496
H 0.532 -2.684 1.032
H 1.107 -0.825 2.578
H 2.302 -0.779 1.353
Cl 2.565 4.952 0.380
C 2.191 3.933 -1.179
C 2.238 2.408 -0.769
Cl 1.075 1.979 0.458
H 3.016 4.088 -1.875
H 1.223 4.237 -1.578
H 3.206 2.262 -0.290
H 2.169 1.704 -1.598
Cl -0.969 -0.448 3.004
C -0.393 0.886 1.999
C -0.804 0.634 0.523
Cl 0.032 -0.769 -0.050
H 0.676 1.016 2.168
H -0.922 1.779 2.332
H -0.580 1.454 -0.158
H -1.865 0.405 0.631
C 3.477 2.440 4.606
C 2.909 3.402 3.638
C 2.638 2.961 2.229
C 2.335 1.510 2.111
N 2.089 0.373 2.128
H 4.406 2.038 4.202
H 2.740 1.651 4.758
H 3.546 2.861 5.609
H 3.600 4.238 3.533
H 2.074 3.899 4.132
H 3.632 2.990 1.785
H 1.938 3.633 1.732
C 1.660 -0.482 -1.585
C 3.051 0.052 -1.936
C 3.756 -0.945 -2.844
C 5.204 -1.067 -2.723
N 6.324 -1.084 -2.713
H 1.046 0.205 -1.003
H 1.641 -1.473 -1.133
H 1.097 -0.602 -2.511
H 3.613 0.271 -1.028
H 2.862 0.893 -2.603
H 3.483 -0.806 -3.890
H 3.264 -1.909 -2.712
C -2.755 2.426 4.666
C -2.285 3.530 3.773
C -1.041 4.295 4.159
C 0.139 3.463 3.873
N 1.027 2.727 3.706
H -3.634 1.928 4.255
H -3.113 2.891 5.585
H -2.063 1.584 4.704
H -3.081 4.272 3.705
H -2.248 3.154 2.750
H -0.992 4.647 5.190
H -0.836 5.105 3.459
C -3.512 -5.461 -7.282
C -2.161 -5.831 -7.175
C -1.349 -5.245 -6.222
C -1.775 -4.169 -5.424
C -3.069 -3.636 -5.747
C -3.937 -4.286 -6.650
C -3.637 -2.366 -5.117
O -4.638 -1.776 -5.495
C -2.804 -1.873 -3.924
C -3.359 -0.834 -3.166
C -2.705 -0.422 -2.026
C -1.521 -1.034 -1.634
C -0.971 -2.056 -2.376
C -1.553 -2.458 -3.589
C -0.897 -3.607 -4.339
O 0.219 -4.104 -4.177
H -4.119 -5.903 -8.058
H -1.743 -6.687 -7.683
H -0.355 -5.663 -6.176
H -4.927 -3.910 -6.860
H -4.248 -0.264 -3.392
H -3.104 0.467 -1.560
H -1.094 -0.714 -0.695
H -0.059 -2.464 -1.965

***

(2)
Entry from the Open Molecules 2025 dataset: a molecular structure, C38H53Cl3GeN5O2SSr (ωB97M-V with the def2-TZVPD basis set).

Values from the calculation:
* gap between HOMO and LUMO (spin up / spin down): 5.3 / 4.4 eV
* <S²>: 1.064
* energy relative to the best compared isomer or geometry (same formula, charge and spin): 55.8 kcal per mole
* total charge: 0
* HOMO energy (spin up / spin down): -7.231 / -7.211 eV
* LUMO energy (spin up / spin down): -1.95 / -2.83 eV
* 2S+1: 2

CARTESIAN COORDINATES (ANGSTROEM)
Sr 0.538 -1.344 -1.016
C -3.302 3.352 3.124
C -2.806 2.194 3.996
C -2.118 2.786 5.231
C -4.029 1.361 4.417
C -1.855 1.280 3.242
C -1.403 1.550 1.981
C -0.745 0.548 1.232
N -0.344 0.630 -0.021
C -0.085 1.701 -0.755
C 0.343 2.953 -0.276
C 0.655 3.958 -1.156
C 0.280 3.767 -2.505
C -0.158 2.582 -3.037
C -0.125 1.426 -2.185
O -0.120 0.224 -2.572
C -0.658 2.570 -4.473
C -1.833 3.563 -4.559
C 0.456 3.005 -5.430
C -1.189 1.213 -4.934
C 1.423 5.188 -0.702
C 2.884 4.746 -0.521
C 1.387 6.339 -1.712
C 0.876 5.704 0.634
C -0.634 -0.811 1.761
O -0.333 -1.747 0.980
C -0.865 -0.973 3.176
C -1.459 0.055 3.850
C -0.529 -2.315 3.804
C 0.921 -2.684 3.468
C -0.666 -2.315 5.329
C -1.475 -3.370 3.213
H -4.022 3.947 3.682
H -2.482 4.006 2.837
H -3.792 2.977 2.229
H -2.821 3.407 5.782
H -1.751 2.010 5.896
H -1.275 3.405 4.929
H -4.801 2.001 4.837
H -4.444 0.844 3.554
H -3.770 0.619 5.166
H -1.627 2.479 1.479
H 0.531 3.035 0.785
H 0.362 4.610 -3.169
H -1.524 4.583 -4.346
H -2.256 3.537 -5.562
H -2.613 3.287 -3.851
H 0.814 4.007 -5.205
H 1.296 2.320 -5.363
H 0.081 2.997 -6.451
H -1.962 0.844 -4.264
H -1.622 1.327 -5.926
H -0.395 0.477 -4.995
H 3.282 4.354 -1.454
H 3.500 5.587 -0.211
H 2.959 3.963 0.230
H 1.874 6.065 -2.645
H 0.367 6.657 -1.917
H 1.926 7.192 -1.303
H 1.019 4.972 1.424
H 1.396 6.613 0.925
H -0.186 5.925 0.549
H -1.682 -0.069 4.897
H 1.599 -1.904 3.806
H 1.184 -3.615 3.965
H 1.047 -2.812 2.397
H -0.026 -1.556 5.775
H -1.693 -2.150 5.648
H -0.354 -3.286 5.707
H -1.344 -3.421 2.134
H -1.256 -4.345 3.642
H -2.510 -3.116 3.434
C 4.257 -6.069 0.932
C 4.935 -4.955 0.137
N 4.425 -3.647 0.484
C 3.202 -3.200 0.154
S 2.868 -1.575 0.582
N 2.370 -4.067 -0.373
N 1.240 -3.689 -0.940
C 0.362 -4.612 -1.197
C 0.567 -6.024 -0.731
C -0.806 -4.211 -1.963
C -1.533 -5.109 -2.758
C -2.608 -4.649 -3.491
C -2.957 -3.308 -3.406
C -2.181 -2.486 -2.605
N -1.137 -2.911 -1.915
H 4.729 -7.022 0.707
H 3.208 -6.116 0.664
H 4.336 -5.876 1.998
H 4.771 -5.124 -0.932
H 6.008 -4.954 0.335
H 5.009 -2.999 0.988
H 0.811 -6.005 0.331
H 1.415 -6.469 -1.251
H -0.315 -6.637 -0.866
H -1.236 -6.143 -2.823
H -3.168 -5.322 -4.123
H -3.797 -2.912 -3.954
H -2.404 -1.434 -2.505
Cl 4.126 -1.828 -2.929
Ge 2.283 -0.530 -3.137
Cl 2.111 -0.524 -5.348
Cl 3.047 1.505 -2.699

***

(3)
Entry from the Open Molecules 2025 dataset: a molecular structure, C38H53CsN5O4P3S4 (ωB97M-V with the def2-TZVPD basis set).

Values from the calculation:
* gap between HOMO and LUMO: 4.0 eV
* energy relative to the best compared isomer or geometry (same formula, charge and spin): 19.7 kcal per mole
* total charge: -2
* HOMO energy: -0.585 eV
* LUMO energy: 3.40 eV
* 2S+1: 1

CARTESIAN COORDINATES (ANGSTROEM)
Cs -1.374 -1.672 -0.265
C -4.460 -0.007 1.997
O -3.101 0.299 2.260
C -2.791 1.548 2.661
C -3.705 2.594 2.741
C -3.288 3.858 3.148
C -1.966 4.088 3.482
C -1.052 3.041 3.412
C -1.444 1.774 3.010
N -0.556 0.690 2.844
N 0.419 0.709 3.643
C 1.363 -0.292 3.544
C 1.375 -1.284 2.505
O 0.652 -1.235 1.493
C 2.340 -2.372 2.663
C 3.265 -2.377 3.640
C 3.343 -1.320 4.608
C 4.349 -1.302 5.588
C 4.427 -0.293 6.517
C 3.466 0.731 6.483
C 2.466 0.733 5.542
C 2.374 -0.287 4.564
H -5.077 0.171 2.883
H -4.482 -1.063 1.730
H -4.842 0.588 1.161
H -4.739 2.431 2.474
H -4.011 4.665 3.191
H -1.640 5.075 3.787
H -0.010 3.190 3.661
H 2.289 -3.156 1.916
H 3.986 -3.187 3.710
H 5.074 -2.110 5.594
H 5.210 -0.288 7.265
H 3.510 1.532 7.213
H 1.726 1.521 5.528
O -4.260 -8.629 0.308
C -4.039 -7.473 -0.014
S -2.853 -6.975 -1.205
C -3.069 -5.212 -1.113
C -3.985 -4.790 -0.208
S -4.542 -3.186 0.231
S -4.797 -6.070 0.718
S -2.049 -4.355 -2.250
C -4.943 -2.158 -3.252
P -4.369 -0.698 -2.317
C -5.957 -0.195 -1.526
C -4.334 0.546 -3.697
C -3.855 1.931 -3.247
P -2.155 1.902 -2.493
C -2.552 1.985 -0.698
C -1.748 3.694 -2.718
H -5.778 -1.910 -3.916
H -5.240 -2.910 -2.520
H -4.110 -2.582 -3.814
H -6.772 -0.144 -2.255
H -5.853 0.780 -1.042
H -6.198 -0.942 -0.768
H -5.316 0.614 -4.181
H -3.633 0.153 -4.441
H -4.564 2.386 -2.546
H -3.796 2.602 -4.111
H -3.215 2.823 -0.467
H -1.630 2.090 -0.120
H -3.035 1.056 -0.387
H -2.568 4.347 -2.403
H -1.513 3.897 -3.765
H -0.866 3.938 -2.122
O 0.647 -0.152 -1.519
P 2.120 -0.132 -1.467
N 2.710 0.498 -2.924
C 1.744 0.923 -3.939
C 1.783 2.445 -3.840
C 3.269 2.742 -3.587
C 3.836 1.427 -2.991
N 2.787 0.821 -0.279
C 3.812 0.356 0.657
C 4.003 1.535 1.619
C 2.727 2.392 1.498
C 1.847 1.700 0.451
N 2.763 -1.654 -1.280
C 1.948 -2.777 -1.820
C 2.974 -3.752 -2.403
C 4.145 -2.851 -2.782
C 4.175 -1.871 -1.616
H 0.763 0.502 -3.735
H 2.082 0.592 -4.929
H 1.176 2.747 -2.984
H 1.392 2.947 -4.726
H 3.412 3.585 -2.910
H 3.778 2.984 -4.523
H 4.254 1.579 -1.997
H 4.624 1.025 -3.638
H 4.738 0.126 0.125
H 3.497 -0.545 1.185
H 4.879 2.119 1.329
H 4.162 1.180 2.636
H 2.975 3.409 1.190
H 2.199 2.451 2.447
H 1.386 2.407 -0.242
H 1.057 1.112 0.921
H 1.267 -2.421 -2.596
H 1.334 -3.250 -1.053
H 2.558 -4.308 -3.243
H 3.285 -4.475 -1.646
H 3.920 -2.306 -3.703
H 5.088 -3.386 -2.911
H 4.671 -0.933 -1.874
H 4.704 -2.301 -0.757

***

Summary of calculated total energy in Eh
-7315.586289 -5790.611819 -4691.685438
(order as listed above)